[1]
Molecular formula: C26H7BCl2F9N2O2
Method: DFT, the ωB97M-V functional and the def2-TZVPD basis

XYZ file:
```
49
Properties=species:S:1:pos:R:3:lowdin_charge:R:1
C -0.81 -0.57 8.23 -0.212
H -2.15 2.95 7.38 0.124
C 2.06 -1.49 2.97 0.046
C -1.06 -0.28 6.89 -0.016
C -3.13 -2.18 5.01 -0.203
C -0.56 -8.00 6.58 -0.597
C 2.12 -5.46 8.70 -0.130
H -5.08 -2.94 4.51 0.122
C -4.27 -2.29 4.21 0.044
F -1.77 1.44 5.36 0.061
C 1.75 -7.31 7.15 -0.344
C -1.03 0.33 9.28 0.050
C -1.55 1.01 6.65 -0.201
C 0.78 -8.19 6.45 -0.606
C -4.31 -1.52 3.05 -0.260
C 2.93 -0.49 3.39 -0.259
C -0.15 -5.92 7.96 -0.044
H 3.45 0.95 4.94 0.125
H -3.28 -0.10 1.77 0.125
C -3.25 -0.70 2.68 0.049
N -1.09 -4.45 9.87 0.237
B -0.74 -1.37 5.72 -0.400
F 0.10 -2.73 3.34 0.053
C 1.19 -6.22 7.95 -0.073
Cl 1.43 -9.41 5.46 0.776
H 2.22 -2.05 2.05 0.124
F -1.12 0.15 3.09 0.059
O 2.97 -7.48 7.07 0.117
H -0.82 0.03 10.30 0.124
N 2.91 -4.84 9.32 0.223
C -2.13 -0.67 3.51 -0.220
F -1.60 2.55 9.95 0.015
Cl -1.69 -9.04 5.87 0.781
C -1.78 1.96 7.64 0.047
C 0.95 -1.74 3.76 -0.224
C -1.48 1.60 8.95 -0.255
C 1.61 -0.12 5.34 -0.188
H -0.59 -2.51 6.21 0.117
F 1.51 0.55 6.54 0.056
F -5.42 -1.60 2.24 0.013
F -3.13 -2.88 6.20 0.034
C -1.11 -6.91 7.43 -0.336
C 2.74 0.20 4.59 0.046
C 0.64 -1.05 4.95 -0.012
F 4.02 -0.18 2.61 0.015
C -2.01 -1.40 4.70 -0.023
F -0.25 -1.78 8.55 0.025
C -0.67 -5.06 8.97 -0.132
O -2.29 -6.89 7.78 0.129
```

The net charge is -1. The frontier orbital gap comes out at 4.3 eV. As for the maximum force: 3.6 eV/Å. For the highest occupied orbital energy, the calculation gives -5.592 eV.


[2]
Molecular formula: C3H6N2O2
Method: DFT, the ωB97M-V functional and the def2-TZVPD basis

XYZ file:
```
13
Properties=species:S:1:pos:R:3:lowdin_charge:R:1
O 1.29 1.15 0.51 0.024
N 0.63 -0.89 -0.25 0.096
C 0.05 1.37 -0.13 -0.054
H -1.05 -0.22 -1.33 0.132
N -1.60 -0.66 0.62 0.059
H -1.25 -0.75 1.57 0.090
H -2.23 -1.38 0.32 0.079
O 2.84 -0.29 -0.28 0.115
H 0.15 1.96 -1.04 0.112
C 1.69 0.00 -0.10 -0.565
H 0.76 -1.88 -0.15 0.152
H -0.63 1.87 0.57 0.107
C -0.63 -0.27 -0.32 -0.348
```

As for the energy above the lowest of the compared OMol25 structures with the same formula, charge and spin: 178.0 kJ/mol. The net charge is 0. Its SMILES is N[C@H]1COC(=O)N1. The frontier orbital gap comes out at 10.3 eV. As for the maximum force: 3.5 eV/Å. For the highest occupied orbital energy, the calculation gives -9.528 eV.


[3]
Molecular formula: C11H24F5N3NbO2RbTe
Method: DFT, the ωB97M-V functional and the def2-TZVPD basis

XYZ file:
```
48
Properties=species:S:1:pos:R:3:lowdin_charge:R:1
O -2.18 1.11 4.02 -0.085
H 3.83 0.75 -1.61 0.102
H 2.48 1.78 -1.04 0.057
F -1.04 -3.06 -1.31 -0.365
H 0.18 3.24 0.91 0.054
H -2.10 2.31 0.19 0.059
N -0.17 0.94 1.61 -0.275
C 2.88 1.17 1.65 -0.057
C 2.26 -1.66 -0.73 -0.072
H 3.75 1.79 1.88 0.107
Nb -0.01 0.01 0.12 1.459
H 1.38 3.68 -0.33 0.085
H -2.35 3.91 -0.60 0.120
H 5.23 0.23 0.98 0.114
H 0.68 3.69 -2.81 0.102
F -0.25 -2.39 1.21 -0.584
O -1.78 -0.90 -0.11 -0.719
H 2.02 1.84 1.55 0.043
C -2.51 1.87 3.23 0.052
H 2.70 0.53 2.52 0.092
N 0.01 1.56 -1.27 -0.118
C -0.26 0.90 -2.53 -0.099
Te -2.14 -2.74 0.34 2.129
F -2.82 -2.06 2.07 -0.495
F -2.06 -4.64 1.19 -0.305
F -3.96 -2.34 -0.24 -0.308
H -0.66 4.74 -2.31 0.111
H 2.46 -1.44 -1.79 0.131
H 4.25 -1.14 1.58 0.107
H 3.12 -2.27 -0.38 0.112
N 2.03 -0.50 0.11 -0.070
H 4.14 2.06 -0.43 0.118
H 4.76 -1.08 -0.14 0.089
C -1.97 2.89 -0.74 -0.006
H -0.03 4.73 -0.05 0.109
H -2.55 2.38 -1.53 0.097
C 4.44 -0.48 0.72 -0.014
H -0.99 3.27 -3.25 0.087
H 0.55 1.10 -3.25 0.130
Rb -0.80 -1.39 3.62 0.994
C 3.17 0.34 0.42 -0.634
C 3.43 1.29 -0.75 0.003
H -1.22 1.24 -2.99 0.115
C 0.31 3.68 -0.08 -0.040
C -0.36 3.69 -2.46 -0.029
C -0.49 2.93 -1.15 -0.641
H 1.38 -2.31 -0.74 0.063
H -0.33 -0.20 -2.42 0.077
```

The net charge is +2. The frontier orbital gap (spin up / spin down) comes out at 4.4 / 4.4 eV. As for the maximum force: 4.6 eV/Å. For the highest occupied orbital energy (spin up / spin down), the calculation gives -15.558 / -15.540 eV.


[4]
Molecular formula: C6H13P
Method: DFT, the ωB97M-V functional and the def2-TZVPD basis

XYZ file:
```
20
Properties=species:S:1:pos:R:3:lowdin_charge:R:1
H 2.02 -3.20 -0.04 0.043
H 0.47 1.81 0.53 -0.021
P 1.31 -0.25 -0.43 0.877
C 1.37 1.32 0.43 -0.359
H -0.47 1.14 -2.07 0.012
H -3.92 -0.07 1.25 0.042
H 1.84 1.17 1.41 0.033
C -0.40 0.10 -1.76 -0.167
C -3.08 0.46 0.84 -0.077
H -1.99 0.11 1.02 0.077
C 2.40 -1.12 0.62 -0.292
H -2.20 2.06 -0.16 0.020
H -0.52 -0.60 -2.67 0.043
H 2.06 1.97 -0.18 0.051
H -1.17 -0.23 -1.19 -0.089
H 2.87 -3.08 1.57 0.072
H 3.68 -2.77 0.07 0.041
H -3.94 2.22 0.00 0.048
C -3.08 1.59 0.20 -0.099
C 2.73 -2.63 0.55 -0.255
```

As for the energy above the lowest of the compared OMol25 structures with the same formula, charge and spin: 536.4 kJ/mol. The net charge is 0. Its SMILES is CC#P(C)C.C=C. The frontier orbital gap comes out at 8.0 eV. As for the maximum force: 4.0 eV/Å. For the highest occupied orbital energy, the calculation gives -8.011 eV.


[5]
Molecular formula: C6H15N2
Method: DFT, the ωB97M-V functional and the def2-TZVPD basis

XYZ file:
```
23
Properties=species:S:1:pos:R:3:lowdin_charge:R:1
H -1.18 2.72 0.08 0.136
C -1.15 0.61 -0.19 -0.390
N 1.20 -1.63 0.65 -0.056
C -0.15 0.12 -1.09 -0.218
H 1.68 -0.09 1.92 0.071
H 0.91 0.73 -2.86 0.108
H 1.58 -2.06 -0.17 0.066
C 1.00 0.19 -1.93 0.030
H -0.85 0.87 2.01 0.093
H 2.41 -1.68 2.28 0.096
H 3.08 -0.76 0.91 0.073
H 0.70 -2.31 1.17 0.063
H -1.09 -0.70 1.46 0.055
C 2.18 -0.95 1.45 -0.153
H -1.87 -1.07 -1.78 0.226
H -2.41 0.42 1.66 0.120
C -1.36 0.30 1.25 -0.027
C -1.79 1.98 -0.54 0.024
H -2.83 1.75 -0.20 0.110
H 1.26 -0.88 -2.16 0.124
H 1.76 0.71 -1.25 0.133
H -1.83 2.22 -1.53 0.049
N -1.24 -0.48 -1.17 0.269
```

As for the energy above the lowest of the compared OMol25 structures with the same formula, charge and spin: 386.2 kJ/mol. The net charge is +1. The frontier orbital gap comes out at 9.1 eV. As for the maximum force: 4.1 eV/Å. For the highest occupied orbital energy, the calculation gives -12.959 eV.


[6]
Molecular formula: C2H2KNaO2
Method: DFT, the ωB97M-V functional and the def2-TZVPD basis

XYZ file:
```
8
Properties=species:S:1:pos:R:3:lowdin_charge:R:1
C 0.07 -1.20 -0.29 -0.538
K -3.21 -2.09 1.60 0.724
H 0.45 -0.94 -1.36 0.119
Na -0.81 0.49 1.93 0.500
C 1.37 -0.76 0.32 -0.242
O -1.11 -0.68 0.13 -0.478
H 0.15 -2.32 -0.27 0.072
O 1.61 0.49 0.44 -0.157
```

As for the energy above the lowest of the compared OMol25 structures with the same formula, charge and spin: 170.3 kJ/mol. The net charge is 0. The frontier orbital gap (spin up / spin down) comes out at 3.1 / 2.5 eV. As for the maximum force: 4.4 eV/Å. For the highest occupied orbital energy (spin up / spin down), the calculation gives -4.580 / -3.936 eV.


> What is the net charge in the fifth record?

+1